[1]
{"formula": "C3H6N2", "method": "ωB97M-V/def2-TZVPD", "de_lowest_kj_mol": 165.2, "smiles": "C1=NNCC1", "elements": ["C", "N", "N", "C", "C", "H", "H", "H", "H", "H", "H"], "coordinates": [[-0.068899, 0.774037, 0.887610], [-0.766435, 1.011846, -0.117344], [-0.546593, 0.005387, -1.028911], [0.352657, -1.034015, -0.538128], [0.867708, -0.426241, 0.828483], [-0.060165, 1.445395, 1.789836], [-1.096950, -0.074432, -1.858261], [-0.226470, -2.028939, -0.354027], [1.218881, -1.227727, -1.168891], [1.876133, -0.082149, 0.858442], [0.570967, -1.035475, 1.688909]], "atomic_forces_ev_per_a": [[1.55, 0.98, 2.82], [-1.11, -0.44, -1.43], [0.93, -0.01, -0.09], [-0.42, -1.23, 1.28], [-2.87, -0.02, -0.60], [-0.22, -0.58, -1.20], [-0.23, 0.21, 0.11], [1.06, 1.53, -0.32], [-0.26, -0.05, -0.37], [0.84, -0.16, -0.03], [0.72, -0.21, -0.17]], "mulliken_charge": [-0.150, -0.500, -0.057, -0.479, -0.378, 0.361, 0.205, 0.207, 0.243, 0.309, 0.238]}

---

[2]
{"formula": "C12H10ClN3O4S3", "method": "ωB97M-V/def2-TZVPD", "de_lowest_kj_mol": 211.2, "smiles": "Cc1cc2c(cc1Cl)S[C@H](c1c(O)[nH]c(=S)[nH]c1=O)NS2(=O)=O", "elements": ["C", "C", "C", "C", "C", "C", "C", "Cl", "S", "C", "C", "C", "O", "N", "C", "S", "N", "C", "O", "N", "S", "O", "O", "H", "H", "H", "H", "H", "H", "H", "H", "H", "H"], "coordinates": [[-2.731259, 3.704404, 4.117494], [-1.633980, 2.904567, 3.360616], [-1.985232, 2.022398, 2.226220], [-1.016545, 1.267497, 1.619437], [0.354459, 1.340838, 2.041321], [0.678710, 2.263500, 3.103940], [-0.221384, 2.991512, 3.737198], [0.210302, 3.800286, 5.257011], [1.732137, 0.816025, 1.009853], [1.102166, -0.548536, 0.033627], [2.091059, -1.058403, -1.050364], [1.664753, -1.484498, -2.288330], [0.384854, -1.711559, -2.681698], [2.681188, -1.878271, -3.158910], [4.054332, -1.694684, -2.881982], [5.198661, -1.934315, -3.990965], [4.485608, -1.481051, -1.589449], [3.545768, -1.253379, -0.660856], [3.709221, -1.815259, 0.373297], [0.066415, 0.148198, -0.695546], [-1.361296, 0.356521, 0.016836], [-1.994001, 1.376377, -0.854939], [-2.060830, -0.932772, 0.136797], [-2.293307, 4.694382, 4.307330], [-3.512476, 3.777078, 3.358908], [-3.194245, 3.206583, 5.011245], [-3.048371, 1.830782, 1.986767], [1.772022, 2.295079, 3.563013], [0.748102, -1.353551, 0.528047], [-0.206401, -1.304647, -1.976747], [2.449592, -2.341259, -4.029767], [5.446545, -1.519657, -1.329616], [0.346275, 0.978655, -1.136947]], "atomic_forces_ev_per_a": [[0.64, -0.91, -1.18], [0.41, -1.11, -0.69], [-0.36, 1.38, 2.95], [2.51, -1.06, -0.89], [-0.94, 1.41, -0.62], [4.58, -2.84, -0.98], [-4.73, 0.72, 1.24], [-0.23, -0.18, -1.02], [1.50, 0.11, 1.95], [1.98, 2.44, -3.02], [0.21, 1.64, -0.32], [0.67, -0.18, 1.43], [0.94, 0.61, 0.76], [0.26, 0.52, 0.73], [0.16, -0.64, -0.09], [0.59, -0.27, -1.46], [-1.80, 1.72, -2.91], [-3.49, -2.88, -0.33], [0.77, 0.57, 4.20], [-1.45, -2.48, 0.08], [-4.15, 1.49, -1.00], [0.98, -1.61, 1.76], [1.81, 1.98, 0.55], [-0.54, -0.31, 0.36], [-0.25, 0.39, 0.30], [0.90, 0.48, -0.68], [0.71, 0.55, 0.04], [-2.28, -0.19, -1.45], [-1.48, -2.36, 2.13], [0.71, -0.38, -1.01], [0.20, 0.31, 0.06], [0.55, -0.27, -0.18], [0.62, 1.32, -0.70]], "mulliken_charge": [-1.299, 0.531, -0.881, 0.049, 0.846, -0.627, 0.032, -0.216, -0.156, 0.446, -0.363, 0.572, -0.633, -0.077, -0.037, -0.395, -0.139, -0.014, -0.539, -0.436, 1.208, -0.686, -0.642, 0.412, 0.381, 0.266, 0.361, 0.235, 0.532, 0.415, 0.305, 0.276, 0.269]}

---

[3]
{"formula": "C3H3NO2", "method": "ωB97M-V/def2-TZVPD", "de_lowest_kj_mol": 548.9, "smiles": "O=C=NO.C#C", "elements": ["O", "C", "N", "O", "H", "C", "C", "H", "H"], "coordinates": [[-2.270935, 0.294976, -1.334880], [-2.033153, -0.218993, -0.303588], [-1.360330, -0.705543, 0.612524], [-1.641557, -1.621249, 1.587983], [-2.152994, -1.241332, 2.386106], [2.959966, 0.987781, -0.875468], [1.819762, 0.783323, -0.552526], [3.855513, 1.130592, -1.253371], [0.823724, 0.590442, -0.266777]], "atomic_forces_ev_per_a": [[-0.36, -0.31, 1.37], [1.09, -0.49, -0.84], [-0.62, 1.22, -0.10], [-1.30, -0.32, 1.60], [1.19, -0.07, -2.06], [-4.57, -0.79, 1.44], [1.14, 0.21, -0.26], [3.81, 0.65, -1.37], [-0.38, -0.09, 0.21]], "mulliken_charge": [-0.383, 0.634, -0.220, -0.370, 0.352, -0.184, -0.542, 0.460, 0.252]}

---

[4]
{"formula": "C6H8N2O", "method": "ωB97M-V/def2-TZVPD", "de_lowest_kj_mol": 478.1, "smiles": "CC1=N[C@]1(C)N1CC1=O", "elements": ["C", "C", "N", "C", "C", "N", "C", "C", "O", "H", "H", "H", "H", "H", "H", "H", "H"], "coordinates": [[-1.655292, -1.790648, -0.134107], [-0.599424, -0.867774, 0.334923], [0.290864, -1.058479, 1.228776], [0.857010, 0.057835, 0.533693], [2.190409, -0.140178, -0.109848], [0.390941, 1.343515, 0.770382], [-0.163538, 1.931303, -0.521345], [-1.051492, 1.251303, 0.423655], [-2.098317, 1.418277, 0.992688], [-1.713832, -2.675385, 0.506238], [-2.614424, -1.269290, -0.139530], [-1.440847, -2.104601, -1.159036], [2.308377, -1.145034, -0.514779], [2.396929, 0.579718, -0.900955], [2.965489, -0.018563, 0.655373], [0.153515, 1.473019, -1.449262], [-0.216367, 3.014982, -0.516866]], "atomic_forces_ev_per_a": [[-0.17, -0.11, -0.03], [1.31, 0.04, 0.00], [-0.35, 0.16, 0.07], [-1.11, -0.83, -0.48], [0.23, -0.09, -0.17], [-0.23, 0.43, 0.39], [-0.06, -0.51, -0.23], [0.13, 1.45, 0.53], [0.60, -0.74, -0.29], [0.03, 0.07, -0.02], [0.04, -0.04, -0.03], [0.00, 0.05, 0.06], [-0.17, 0.06, 0.06], [-0.10, 0.06, 0.05], [-0.16, 0.07, 0.05], [0.07, 0.00, 0.02], [-0.05, -0.07, 0.00]], "mulliken_charge": [-1.105, 0.350, -0.627, 0.868, -1.066, -0.445, -0.318, 0.481, -0.508, 0.338, 0.293, 0.257, 0.366, 0.303, 0.291, 0.269, 0.253]}

---

Number 1: gap between HOMO and LUMO 9.22 eV. Number 2: gap between HOMO and LUMO 8.67 eV. Number 3: gap between HOMO and LUMO 10.37 eV. Number 4: gap between HOMO and LUMO 8.49 eV.